Here is 13 unconnected molecules or ions with the total composition C31H88N8O13 from OMol25. Energies are from the ωB97M-V functional and the def2-TZVPD basis.

Geometry as ORCA input:
```
! wB97M-V def2-TZVPD RIJCOSX def2/J DEFGRID3
* xyz -1 2
O -4.85207 0.34176 -3.39908
O -0.60898 2.01992 -6.56812
O 2.04866 2.46725 -3.79758
O -0.51970 -6.68037 1.96535
O 0.94534 -4.72210 -5.35578
O 1.93028 4.85774 4.14085
O 1.61631 4.75381 -1.28924
O -0.27282 -2.00331 0.59772
O 3.71759 0.88136 1.14473
O -6.53684 1.53036 0.51242
O -3.37866 -0.57836 6.33164
O 3.74887 -4.25771 -1.24155
O 2.20335 -1.26435 1.86343
N 2.81233 -4.80968 -4.14631
N 3.81360 -2.44096 0.07810
N -1.93288 -5.09986 1.22212
N 2.37351 2.71393 -1.17479
N 2.63829 3.90019 0.62514
N 1.26310 -3.52403 -3.54626
N -1.76576 -5.50588 3.25624
N 2.24052 -3.80573 0.29008
C -4.67530 1.48010 6.15982
C -5.30236 -0.50915 0.95798
C -3.98380 -1.63363 -2.58532
C -5.43741 -1.38124 -4.84105
C -1.96300 1.69559 -4.71513
C -3.30235 0.85417 6.52756
C -2.23751 1.35877 5.40397
C -1.18457 3.96699 -5.29225
C -5.15281 -1.00011 -3.39331
C 5.85681 1.39269 2.07270
C 1.50084 -2.89556 3.46063
C 2.04889 -1.56675 3.25655
C 2.31177 0.12756 -3.73404
C 3.40034 -1.40032 3.74979
C 2.30107 1.34030 -4.61794
C 3.69906 1.54294 -5.23599
C -0.54590 0.18559 1.51703
C 2.39218 2.50015 4.25586
C -1.61947 2.67253 -5.83454
C 2.16691 3.87561 -0.65284
C 5.57437 0.59663 -0.33521
C -1.37763 -5.81147 2.07649
C -5.46219 0.72587 0.07385
C 0.16957 3.41905 3.41981
C -0.43756 -0.27267 -1.10858
C 1.62303 -4.40364 -4.41055
C 5.04515 0.53647 1.13994
C -0.79504 -0.78316 0.30601
C -4.38283 1.70345 -0.30180
C 1.29423 3.58743 4.38923
C 3.31443 -3.54579 -0.38594
H -2.32119 -4.68050 3.43041
H -6.04695 -0.65284 -5.37584
H 3.26476 -2.01524 0.81135
H -5.65327 0.83812 -3.58162
H -1.25563 0.89054 5.47311
H 3.43076 2.83023 4.27861
H 1.97472 2.45167 -2.06489
H -2.62327 -4.44343 1.55761
H 1.92282 -4.73887 0.07001
H -0.38349 2.53710 3.74290
H 6.81651 0.87769 2.11597
H -3.97426 -2.72287 -2.62474
H 3.82407 0.80121 -6.02485
H 2.26991 3.27802 -4.26157
H -1.93507 4.49159 -4.70095
H -0.51391 4.26807 3.43174
H 3.69443 -0.35784 3.62797
H 0.48157 0.30967 -1.17331
H 2.99182 3.04864 1.03744
H 3.37282 -4.64715 -3.32197
H 2.86318 0.32840 -2.81551
H 2.21875 1.93079 3.34271
H 2.04219 -3.22235 1.09035
H 1.40405 -0.83761 3.74709
H 5.00504 0.16390 -1.15782
H -2.69429 0.92204 -4.94949
H 6.55933 0.13301 -0.39005
H -6.33885 -0.80881 1.11294
H 1.24948 -0.00843 -3.53117
H -1.29314 -5.89958 4.05732
H 1.42405 -1.55194 1.38219
H -0.26543 3.75881 -4.74458
H 5.40848 1.42306 3.06577
H 0.41020 -2.98892 -3.62580
H -5.87732 -2.37770 -4.88154
H 2.47915 4.70340 1.21643
H -2.88846 1.11169 7.50247
H -5.44289 1.00525 6.77089
H -1.07067 -0.12045 2.42205
H -4.31924 2.35176 0.57214
H -6.32953 2.46685 0.47235
H 5.09817 -0.49038 1.50166
H -4.78731 2.33097 -1.09597
H 2.68884 -0.74075 -4.27439
H 1.52617 -3.11298 4.52843
H 2.33382 5.15922 4.95808
H 3.41452 -1.47967 4.83680
H 0.49703 0.45391 1.68561
H -4.48053 -1.35262 -5.36225
H -0.83881 1.10393 -6.74058
H -0.81797 -2.67094 0.17501
H -2.45463 -0.81649 6.22647
H 1.53014 1.32880 -5.38841
H 6.12884 2.36493 1.66180
H 3.07612 -5.33056 -4.97044
H 0.93786 3.59384 5.41931
H -4.71595 -1.34767 0.58236
H 3.81071 2.57302 -5.57444
H -2.47791 2.88445 -6.47193
H 4.48355 1.47138 -4.48263
H -2.51874 2.21385 -3.93368
H -2.13654 2.43741 5.52409
H 4.65979 -1.98828 -0.23676
H 1.92879 -3.19663 -2.86086
H -3.45291 1.21612 -0.59478
H -3.13047 -1.25973 -3.15112
H -6.16472 -1.18080 -3.03071
H -1.12862 1.09760 1.38747
H -0.95362 4.66332 -6.09841
H -4.73669 2.53423 6.43027
H 3.21796 0.20668 1.61034
H -5.88427 0.36040 -0.86230
H 2.39319 1.85074 5.13129
H -1.87342 -0.93295 0.35856
H -1.84913 -5.20044 0.22063
H -1.17109 0.44135 -1.48301
H 2.11623 -3.61474 2.92011
H 4.06546 -2.16332 3.34536
H 0.51380 3.19249 2.41071
H 2.84483 2.00699 -0.62871
H 5.66259 1.63748 -0.64658
H -5.02640 -0.33205 1.99748
H -1.02963 1.25605 -4.36341
H -4.05753 -1.28845 -1.55405
H 0.47738 -3.10397 3.14890
H -4.97837 1.43745 5.11367
H -0.42250 -1.16705 -1.73145
H -2.52221 0.97450 4.42448
*
```

Computed properties:
E_LUMO (alpha / beta) = 0.073 / 0.071 hartree
expectation value of S² = 0.751
highest occupied orbital energy (alpha / beta) = -0.3 / -7.0 eV
total energy = -72111.56981 eV